No. 1
# C13H18N2O4

The molecule C13H18N2O4 in a non-equilibrium geometry (ωB97M-V/def2-TZVPD, the Open Molecules 2025 dataset).

Each line ends with the Löwdin charge.
Element x y z (Å)
C -0.746 2.073 0.540  -0.260
C 0.474 1.160 0.557  -0.380
C -1.663 1.705 -0.786  -0.106
C -2.487 0.513 -0.498  -0.270
C -3.298 0.401 0.676  -0.008
C -2.292 -0.615 -1.312  -0.108
C -4.005 -0.839 0.772  -0.090
C -2.971 -1.816 -1.247  -0.055
C -3.859 -1.908 -0.093  -0.085
C 1.663 -0.682 -0.422  -0.150
C 1.532 -1.687 0.805  -0.434
C 3.060 0.065 -0.661  -0.437
C 4.238 -0.866 -0.454  -0.010
H 0.303 3.560 -0.443  0.088
H 0.139 3.810 1.112  0.075
H -1.282 2.074 1.500  0.147
H -0.989 1.538 -1.680  0.128
H -2.356 2.606 -0.866  0.142
H -3.492 1.289 1.310  0.121
H -1.540 -0.574 -2.189  0.139
H -4.777 -0.927 1.568  0.110
H -2.997 -2.669 -2.036  0.139
H -4.405 -2.816 -0.139  0.082
H -0.256 0.107 -0.844  0.059
H 1.643 -1.302 -1.359  0.172
H 3.155 0.869 0.056  0.133
H 2.379 1.389 -1.848  0.147
H 4.119 -1.895 -0.880  0.115
H 5.066 -0.303 -0.737  0.067
H 4.288 -1.018 0.582  0.063
H 1.585 -0.254 2.221  0.103
N -0.384 3.471 0.316  0.041
N 0.647 0.287 -0.486  0.114
O 1.241 1.285 1.521  0.040
O 1.212 -2.849 0.728  0.119
O 3.063 0.621 -1.905  -0.023
O 1.947 -1.159 1.982  0.072

Properties
Energy relative to the best compared isomer or geometry (same formula, charge and spin) = 280.9 kJ/mol
E = -916.59937 Eh
Frontier orbital gap = 9.7 eV
Total charge = 0
LUMO = 0.0148 Eh


No. 2
# C13H18N2O5S

The molecule C13H18N2O5S (ωB97M-V/def2-TZVPD, the Open Molecules 2025 dataset).

Each line ends with the Löwdin charge.
Element x y z (Å)
C -4.828 0.682 -1.180  -0.090
H -5.289 1.516 -0.655  0.077
C -3.311 0.819 -1.180  -0.206
C -2.729 0.952 0.229  -0.232
C -1.259 1.316 0.151  -0.511
O -0.627 1.508 -0.849  0.137
O -0.709 1.464 1.374  0.088
H 0.218 1.738 1.284  0.129
H -3.204 1.808 0.728  0.159
C -2.958 -0.270 1.137  -0.142
C -2.580 -1.614 0.501  -0.087
C -1.211 -1.613 -0.159  -0.470
O -1.053 -1.850 -1.332  0.094
N -0.200 -1.335 0.721  0.136
C 1.133 -1.041 0.448  -0.216
C 1.930 -0.608 1.512  -0.018
C 3.252 -0.272 1.298  -0.055
C 3.775 -0.368 0.024  -0.300
C 3.002 -0.797 -1.037  -0.035
C 1.678 -1.139 -0.832  0.021
H 1.059 -1.467 -1.650  0.108
H 3.452 -0.871 -2.013  0.118
S 5.459 0.124 -0.252  0.618
O 6.193 0.056 0.978  -0.302
O 5.975 -0.535 -1.417  -0.300
N 5.242 1.760 -0.608  -0.059
H 5.363 1.945 -1.591  0.064
H 5.847 2.340 -0.051  0.062
H 3.892 0.055 2.101  0.115
H 1.506 -0.538 2.504  0.118
H -0.469 -1.189 1.685  0.142
H -3.304 -1.882 -0.268  0.119
H -2.602 -2.391 1.269  0.126
H -2.400 -0.112 2.062  0.108
H -4.016 -0.310 1.404  0.116
H -3.031 1.712 -1.742  0.120
H -2.854 -0.030 -1.688  0.108
H -5.198 0.677 -2.202  0.075
H -5.146 -0.242 -0.704  0.065

Properties
Energy relative to the best compared isomer or geometry (same formula, charge and spin) = 0.0 kJ/mol
E = -1390.12367 Eh
Frontier orbital gap = 9.4 eV
Total charge = 0
LUMO = 0.0127 Eh


No. 3
# C13H18N3O5P

A cluster of 2 separate species, C13H18N3O5P in total in a non-equilibrium geometry (ωB97M-V/def2-TZVPD, the Open Molecules 2025 dataset).

Each line ends with the Löwdin charge.
Element x y z (Å)
C 2.082 -0.207 2.921  -0.176
C 2.899 1.087 2.297  -0.180
C 3.096 1.051 0.672  -0.382
P 2.669 -0.714 0.085  0.813
O 3.676 -1.844 0.643  -0.501
C 4.743 1.218 0.421  -0.414
O 5.409 0.411 -0.428  -0.143
O 5.519 2.284 1.077  -0.241
N 2.456 2.173 -0.095  -0.217
C 1.074 1.877 -0.606  -0.096
C -0.048 1.509 0.528  -0.218
O -0.136 2.001 1.765  -0.003
C -1.245 0.444 0.049  -0.053
C -2.265 1.056 -1.127  -0.007
C -3.479 0.163 -1.773  -0.076
C -3.670 -1.378 -1.223  -0.112
C -2.674 -1.968 -0.031  -0.060
C -1.435 -1.072 0.640  0.001
O 2.575 3.373 0.490  -0.045
C 3.078 4.258 -0.607  -0.088
N 3.289 5.068 -1.609  0.099
H 2.719 -1.193 2.981  0.081
H 1.012 -0.366 2.428  0.031
H 1.849 0.087 4.055  0.089
H 2.376 2.043 2.721  0.115
H 3.977 1.053 2.809  0.139
H 2.799 -0.801 -1.376  0.034
H 1.342 -1.169 0.410  -0.017
H 1.035 1.068 -1.483  0.141
H 0.691 2.882 -1.127  0.157
H -2.097 2.168 -1.519  0.109
H -4.123 0.668 -2.623  0.085
H -4.526 -2.043 -1.707  0.017
H -2.834 -3.071 0.327  0.066
H -0.705 -1.486 1.457  0.089
N -6.226 -4.126 -2.288  0.319
H -6.619 -3.210 -2.535  0.158
H -6.052 -4.163 -1.277  0.161
H -6.889 -4.865 -2.549  0.164
H -5.343 -4.266 -2.793  0.161

Properties
Energy relative to the best compared isomer or geometry (same formula, charge and spin) = 704.9 kJ/mol
E = -1387.18994 Eh
Frontier orbital gap = 2.5 eV
Total charge = 0
LUMO = -0.1270 Eh


No. 4
# C13H18N5O2PtS

A structure of composition C13H18N5O2PtS in a non-equilibrium geometry (ωB97M-V/def2-TZVPD, the Open Molecules 2025 dataset).

Each line ends with the Löwdin charge.
Element x y z (Å)
Pt 0.103 0.764 0.082  1.367
C -0.449 4.651 -1.591  0.036
C -0.551 3.335 -0.926  -0.193
N 0.480 2.604 -0.601  -0.162
N 1.730 3.143 -0.722  0.059
C 2.598 2.524 0.031  -0.704
N 3.869 2.877 0.076  0.173
S 2.087 1.223 1.143  0.895
C -1.831 2.783 -0.444  -0.174
C -3.055 3.404 -0.528  0.074
C -4.157 2.804 0.088  0.062
C -4.003 1.599 0.758  0.032
C -2.752 1.010 0.808  -0.041
N -1.701 1.593 0.215  -0.086
H 0.524 4.784 -2.053  0.099
H -0.591 5.441 -0.846  0.134
H -1.237 4.746 -2.340  0.114
H 4.175 3.675 -0.468  0.155
H 4.547 2.426 0.671  0.133
H -3.156 4.345 -1.051  0.145
H -5.124 3.288 0.050  0.150
H -4.836 1.115 1.249  0.144
H -2.575 0.071 1.317  0.132
O -0.382 -1.223 0.516  -0.081
C 0.627 -1.647 -0.136  -0.537
O 1.406 -0.743 -0.567  -0.104
C 0.965 -3.092 -0.347  -0.136
N -0.199 -3.998 -0.018  0.135
C 0.341 -5.190 0.802  -0.044
C 1.850 -5.062 0.690  -0.122
C 2.096 -3.560 0.592  -0.082
H 1.240 -3.241 -1.391  0.191
H -0.657 -4.327 -0.869  0.197
H -0.908 -3.496 0.522  0.174
H -0.072 -6.101 0.377  0.147
H -0.032 -5.064 1.815  0.145
H 2.218 -5.575 -0.200  0.140
H 2.343 -5.500 1.555  0.145
H 3.068 -3.310 0.175  0.147
H 2.001 -3.078 1.568  0.143

Properties
Energy relative to the best compared isomer or geometry (same formula, charge and spin) = 0.0 kJ/mol
E = -1446.90181 Eh
Frontier orbital gap (alpha / beta) = 5.3 / 5.3 eV
Total charge = +3
LUMO (alpha / beta) = -0.4722 / -0.4721 Eh


No. 5
# C13H18O2RhSTe

A structure of composition C13H18O2RhSTe (ωB97M-V/def2-TZVPD, the Open Molecules 2025 dataset).

Each line ends with the Löwdin charge.
Element x y z (Å)
Rh -0.779 -0.005 1.356  0.737
C -0.759 -0.063 3.440  -0.170
C -0.762 -1.437 3.003  -0.114
C -1.946 -1.684 2.293  -0.106
C -2.677 -0.457 2.235  -0.128
C -1.990 0.530 3.001  -0.204
H 0.006 0.410 4.034  0.123
H 0.044 -2.138 3.156  0.133
H -2.223 -2.602 1.801  0.125
H -3.596 -0.301 1.692  0.135
H -2.332 1.533 3.195  0.116
C -2.349 -0.226 -1.934  -0.064
O -1.835 -0.927 -0.799  -0.264
C -0.938 -1.974 -1.137  -0.182
C 0.490 -1.498 -1.135  -0.163
O 0.803 -1.014 0.177  -0.325
C 2.198 -0.696 0.313  -0.045
H -3.007 -0.882 -2.506  0.101
H -1.542 0.138 -2.573  0.064
H -2.912 0.624 -1.557  0.095
H -1.181 -2.396 -2.116  0.142
H -1.065 -2.759 -0.388  0.127
H 0.653 -0.693 -1.857  0.109
H 1.158 -2.332 -1.366  0.144
H 2.783 -1.591 0.097  0.105
H 2.358 -0.387 1.343  0.098
H 2.473 0.110 -0.364  0.075
Te -0.236 2.430 0.870  0.993
C 1.134 2.390 -0.707  -1.041
C 2.472 2.660 -0.638  -0.265
C 3.104 2.646 -1.911  -0.179
C 2.232 2.385 -2.924  -0.396
S 0.638 2.178 -2.339  0.934
H 2.988 2.861 0.290  0.106
H 4.156 2.838 -2.064  0.110
H 2.439 2.332 -3.981  0.073

Properties
Energy relative to the best compared isomer or geometry (same formula, charge and spin) = 38.4 kJ/mol
E = -1433.10048 Eh
Frontier orbital gap (alpha / beta) = 6.6 / 6.6 eV
Total charge = +1
LUMO (alpha / beta) = -0.1627 / -0.1628 Eh


No. 6
# C13H18O4

The molecule C13H18O4 (ωB97M-V/def2-TZVPD, the Open Molecules 2025 dataset).

Each line ends with the Löwdin charge.
Element x y z (Å)
C 1.551 -4.148 3.248  -0.001
C 0.453 -3.962 2.540  -0.186
C -0.569 -2.901 2.822  -0.164
C -0.648 -1.947 1.658  -0.240
C -1.742 -1.916 0.812  -0.042
C -1.765 -1.032 -0.251  0.004
C -0.703 -0.175 -0.510  -0.185
C 0.428 -0.223 0.326  -0.180
C 0.424 -1.102 1.400  0.029
H 1.278 -1.154 2.056  0.112
O 1.487 0.598 0.028  -0.107
C 2.620 0.565 0.860  -0.077
H 3.087 -0.425 0.867  0.099
H 3.313 1.288 0.432  0.096
H 2.377 0.861 1.886  0.098
O -0.864 0.624 -1.611  -0.035
C -0.132 1.829 -1.742  -0.142
C -0.847 2.642 -2.824  -0.345
O -2.194 2.870 -2.465  -0.015
H -2.549 2.028 -2.157  0.095
C -0.197 4.014 -3.025  -0.227
O -0.833 4.734 -4.044  -0.047
H -1.782 4.693 -3.865  0.087
H -0.244 4.566 -2.074  0.130
H 0.847 3.900 -3.321  0.130
H -0.812 2.080 -3.771  0.158
H 0.903 1.635 -2.038  0.135
H -0.139 2.385 -0.798  0.146
H -2.614 -0.991 -0.914  0.120
H -2.584 -2.569 0.981  0.111
H -1.544 -3.368 2.974  0.115
H -0.296 -2.361 3.731  0.118
H 0.246 -4.576 1.674  0.107
H 2.266 -4.916 3.003  0.049
H 1.779 -3.546 4.113  0.055

Properties
Energy relative to the best compared isomer or geometry (same formula, charge and spin) = 40.5 kJ/mol
E = -807.06514 Eh
Frontier orbital gap = 9.0 eV
Total charge = 0
LUMO = 0.0263 Eh


> Number 3 is which compound?

C13H18N3O5P